Record 1
Molecular formula: C7H13NO2
Method: DFT, ωB97M-V/def2-TZVPD

Last column: natural (NBO) charge in e.
Geometry (Å):
C (-0.41, 0.00, -2.78)  -0.409
N (-0.67, -0.36, -1.38)  -0.617
C (-0.54, 0.61, -0.37)  0.190
C (-0.32, 1.96, -0.62)  -0.315
C (-0.27, 2.79, 0.52)  -0.172
C (-0.38, 2.31, 1.80)  -0.282
C (-0.64, 0.96, 2.02)  -0.169
C (-0.58, 0.09, 0.94)  -0.274
H (-1.33, 0.16, -3.33)  0.189
H (0.20, -0.75, -3.27)  0.201
H (0.15, 0.94, -2.77)  0.189
H (-0.47, -1.31, -1.09)  0.407
H (-0.37, 2.35, -1.62)  0.216
H (0.00, 3.84, 0.35)  0.207
H (-0.07, 2.96, 2.61)  0.212
H (-0.75, 0.56, 3.02)  0.209
H (-0.48, -0.96, 1.20)  0.209
H (-0.51, -3.25, 0.78)  0.482
H (0.81, -3.65, 0.12)  0.489
O (-0.02, -3.16, -0.03)  -0.959
H (2.88, -1.78, 1.68)  0.479
H (1.67, -1.99, 0.72)  0.483
O (2.12, -2.32, 1.49)  -0.965

Calculated values
Multiplicity = 1

---

Record 2
Molecular formula: C7H13NOS2
Method: DFT, ωB97M-V/def2-TZVPD

Last column: natural (NBO) charge in e.
Geometry (Å):
C (1.37, 0.70, 0.81)  -0.211
C (2.28, 0.82, -0.11)  -0.400
C (5.21, -0.77, 0.10)  0.429
C (-2.90, -0.57, -0.02)  -0.594
C (0.74, -0.55, 1.35)  -0.415
C (-1.81, -0.36, 0.94)  -0.422
C (-0.55, -1.03, 0.64)  -0.390
N (4.28, 1.80, -1.56)  -0.997
O (5.85, 0.03, -0.37)  -0.442
S (4.33, -1.90, 0.61)  0.031
S (2.83, 2.29, -0.89)  0.423
H (0.62, 1.54, 0.97)  0.179
H (3.04, 0.02, -0.10)  0.206
H (4.24, 2.10, -2.53)  0.388
H (-3.91, -0.32, 0.46)  0.205
H (-2.95, -1.61, -0.21)  0.203
H (-2.93, 0.11, -0.97)  0.210
H (0.45, -0.54, 2.44)  0.203
H (1.52, -1.34, 1.24)  0.201
H (-1.63, 0.74, 1.00)  0.200
H (-2.18, -0.75, 1.93)  0.198
H (-0.59, -2.16, 0.72)  0.203
H (-0.18, -0.82, -0.39)  0.202
H (5.08, 2.21, -0.96)  0.391

Calculated values
Multiplicity = 1

---

Record 3
Molecular formula: C7H13NSSi
Method: DFT, ωB97M-V/def2-TZVPD

Last column: natural (NBO) charge in e.
Geometry (Å):
C (0.48, -0.38, 2.27)  -0.234
C (-0.32, -0.71, 1.45)  0.004
C (2.85, 1.16, -0.23)  -0.077
C (-2.49, -1.67, 0.68)  -0.609
C (-0.60, -1.56, -0.92)  -0.589
C (-1.66, 0.52, -0.31)  -0.586
C (-1.29, -0.84, 0.33)  -0.141
N (2.79, -0.01, -0.30)  -0.423
Si (2.83, 2.98, -0.72)  0.831
S (2.58, -1.53, -0.31)  0.090
H (1.18, -0.21, 3.01)  0.225
H (-2.17, -2.64, 1.08)  0.232
H (-2.91, -1.28, 1.61)  0.210
H (-3.23, -1.49, -0.11)  0.220
H (0.26, -0.90, -1.33)  0.206
H (-0.05, -2.46, -0.81)  0.217
H (-1.33, -1.63, -1.71)  0.201
H (-0.88, 1.07, -0.84)  0.220
H (-2.50, 0.35, -1.10)  0.201
H (-2.18, 1.06, 0.47)  0.213
H (4.18, 3.32, -0.39)  -0.147
H (2.09, 3.84, 0.25)  -0.130
H (2.37, 3.00, -2.07)  -0.135

Calculated values
Multiplicity = 1

---

Record 4
Molecular formula: C7H13O
Method: DFT, ωB97M-V/def2-TZVPD

Last column: natural (NBO) charge in e.
Geometry (Å):
C (0.37, -1.38, -3.03)  -0.005
O (1.66, -1.22, -3.38)  -0.961
C (-0.16, -0.36, -1.97)  -0.419
C (0.85, -0.16, -0.86)  -0.414
C (0.34, 0.83, 0.22)  -0.370
C (0.28, 0.14, 1.61)  -0.442
C (-0.34, 0.95, 2.68)  -0.145
C (-1.52, 0.76, 3.24)  -0.427
H (0.14, -2.37, -2.58)  0.056
H (-0.30, -1.22, -3.92)  0.068
H (-0.52, 0.59, -2.38)  0.166
H (-1.10, -0.82, -1.60)  0.155
H (1.75, 0.25, -1.30)  0.232
H (1.07, -1.12, -0.39)  0.187
H (0.98, 1.71, 0.36)  0.180
H (-0.68, 1.16, 0.03)  0.189
H (-0.25, -0.81, 1.46)  0.199
H (1.31, -0.15, 1.85)  0.202
H (0.23, 1.83, 2.99)  0.180
H (-1.91, 1.46, 3.97)  0.182
H (-2.19, -0.06, 3.01)  0.187

Calculated values
Multiplicity = 1
Total charge = -1

---

Gap between HOMO and LUMO values, unit eV, following the record order: 8.2 8.7 8.7 5.5.